Density functional theory data (ωB97M-V/def2-TZVPD) for 8 unconnected molecules or ions with the total composition C25H51F10N8O13PS2.

spin multiplicity	1
net charge	0
energy relative to the best compared isomer or geometry (same formula, charge and spin)	0.000	eV
largest force on an atom	5.96	eV/Å
M	956.814	g mol⁻¹
HOMO energy	-9.114	eV
SMILES	O=S(=O)(F)N(P(O)O)S(=O)(=O)C(F)(F)C(F)(F)C(F)(F)C(F)(F)F.CNC(C)=O.CNC(C)=O.CNC(C)=O.CNC(C)=O.CNC(C)=O.CNC(C)=O.CNC(C)=O
E_LUMO	0.220	eV
total energy	-4535.7859	hartree
Kohn-Sham gap	0.343	Ha

XYZ file:
```
110
C25H51F10N8O13PS2, DFT ωB97M-V/def2-TZVPD
O -2.95 0.97 2.42
S -2.01 0.94 1.37
O -0.92 1.78 1.64
F -1.52 -0.55 1.23
N -2.89 1.41 -0.02
P -4.25 0.28 -0.56
O -4.10 -0.17 -2.12
O -4.27 -1.06 0.38
S -1.95 2.12 -1.26
O -2.71 2.42 -2.43
O -1.46 3.35 -0.75
C -0.42 1.18 -1.74
F 0.10 1.86 -2.75
F 0.50 1.16 -0.79
C -0.65 -0.26 -2.26
F -1.43 -1.01 -1.45
F -1.30 -0.15 -3.42
C 0.66 -1.10 -2.50
F 0.43 -1.87 -3.57
F 1.73 -0.36 -2.76
C 1.01 -2.07 -1.33
F 0.29 -3.17 -1.31
F 2.27 -2.45 -1.53
F 0.97 -1.51 -0.13
H -4.47 0.51 -2.71
H -3.80 -1.76 -0.11
C 4.59 0.71 0.38
N 4.44 -0.73 0.48
C 5.40 -1.68 0.36
C 6.81 -1.22 0.10
O 5.11 -2.87 0.47
H 4.25 1.16 1.32
H 3.96 1.08 -0.43
H 5.62 1.00 0.20
H 3.52 -1.11 0.65
H 7.46 -2.08 0.03
H 6.86 -0.67 -0.84
H 7.16 -0.58 0.92
C 3.48 2.99 -6.74
N 4.34 3.02 -5.57
C 3.97 3.04 -4.26
C 2.49 3.03 -3.95
O 4.81 3.07 -3.38
H 3.71 2.09 -7.32
H 3.69 3.87 -7.36
H 2.43 2.98 -6.48
H 5.33 3.03 -5.71
H 2.35 3.05 -2.88
H 2.00 3.91 -4.38
H 2.03 2.12 -4.35
C -8.02 0.40 5.33
N -7.76 0.10 3.93
C -7.05 0.84 3.03
C -6.43 2.13 3.52
O -6.92 0.45 1.88
H -7.62 -0.42 5.94
H -9.10 0.45 5.48
H -7.56 1.33 5.64
H -8.13 -0.75 3.54
H -5.90 2.60 2.69
H -7.21 2.81 3.86
H -5.72 1.93 4.32
C 0.86 -8.21 -1.02
N -0.43 -7.56 -1.18
C -0.97 -6.58 -0.41
C -0.16 -6.07 0.75
O -2.08 -6.13 -0.67
H 1.44 -8.06 -1.93
H 0.70 -9.28 -0.88
H 1.41 -7.81 -0.18
H -1.03 -7.85 -1.94
H -0.71 -5.29 1.26
H 0.04 -6.88 1.46
H 0.78 -5.65 0.40
C 5.60 2.93 5.03
N 5.85 2.59 3.64
C 6.60 3.26 2.73
C 7.27 4.54 3.18
O 6.71 2.84 1.59
H 5.96 2.12 5.67
H 4.52 3.05 5.18
H 6.10 3.85 5.31
H 5.43 1.75 3.27
H 7.82 4.96 2.35
H 6.52 5.26 3.51
H 7.96 4.33 4.00
C -2.06 3.14 6.61
N -3.33 2.67 7.12
C -4.50 3.36 7.24
C -4.51 4.80 6.78
O -5.49 2.82 7.70
H -1.77 2.52 5.75
H -1.30 3.04 7.39
H -2.11 4.17 6.29
H -3.40 1.72 7.45
H -5.50 5.21 6.93
H -3.79 5.39 7.36
H -4.27 4.86 5.72
C -0.85 -4.27 -8.18
N -2.12 -3.59 -7.99
C -2.56 -2.91 -6.89
C -1.63 -2.83 -5.71
O -3.66 -2.40 -6.89
H -0.34 -3.83 -9.03
H -1.04 -5.33 -8.38
H -0.22 -4.19 -7.30
H -2.79 -3.61 -8.75
H -2.11 -2.27 -4.92
H -1.41 -3.84 -5.33
H -0.70 -2.33 -5.98
```